The following is a DFT calculation (wB97M-V/def2-TZVPD) of a molecular structure, C39H34Br2F6N10O4RbS4 in a non-equilibrium geometry.

Highest occupied orbital energy = -4.5 eV
Energy = -9719.2902 hartree
Orbital gap = 0.2293 hartree
Total charge = -1

Geometry (Å):
Rb  0.2242  1.0060  -0.5221
C  2.3835  0.3120  3.2877
C  1.4252  0.3210  4.4830
C  -0.0227  0.6034  4.1906
C  -0.5507  1.8627  4.4515
C  -1.8793  2.1155  4.1617
C  -2.6494  1.0869  3.6470
C  -2.0436  -0.1410  3.4444
N  -0.7598  -0.3924  3.6962
N  2.3412  -0.8028  2.3263
C  3.5736  -0.7140  1.5299
C  3.5409  -1.3065  0.1400
C  4.2980  -2.4148  -0.2096
C  4.2670  -2.8515  -1.5271
C  3.5052  -2.1527  -2.4449
C  2.8069  -1.0283  -2.0115
N  2.8233  -0.6203  -0.7483
C  2.2490  -2.0727  3.0268
C  2.3446  -3.2908  2.1429
C  3.2327  -4.3143  2.4615
C  3.2980  -5.4329  1.6483
C  2.4758  -5.4962  0.5370
C  1.6086  -4.4368  0.3085
N  1.5330  -3.3673  1.0889
H  3.4016  0.3711  3.7159
H  2.2228  1.2317  2.7191
H  1.7990  1.1333  5.1112
H  1.5074  -0.5900  5.0800
H  0.0895  2.6519  4.8205
H  -2.2927  3.1038  4.3075
H  -3.6850  1.2326  3.3778
H  -2.6248  -0.9662  3.0470
H  4.4285  -1.1166  2.1016
H  3.7652  0.3491  1.3708
H  4.8879  -2.9295  0.5389
H  4.8386  -3.7212  -1.8283
H  3.4612  -2.4477  -3.4843
H  2.2260  -0.4182  -2.6926
H  1.2898  -2.0984  3.5529
H  3.0462  -2.1576  3.7901
H  3.8733  -4.2181  3.3287
H  3.9872  -6.2370  1.8737
H  2.4963  -6.3405  -0.1381
H  0.9436  -4.4505  -0.5486
C  3.5302  5.4214  -3.0149
S  2.6517  4.4456  -4.2430
C  2.0629  3.0036  -3.3384
S  2.5426  2.6642  -1.7623
N  1.2548  2.3769  -4.1679
N  0.8157  1.1815  -3.6779
C  -0.0784  0.6152  -4.3950
C  -0.6598  -0.6635  -4.0016
C  -1.6932  -1.2170  -4.7654
C  -2.2830  -2.3953  -4.3510
C  -1.8268  -2.9947  -3.1844
C  -0.7925  -2.3746  -2.4973
N  -0.2134  -1.2491  -2.8859
H  2.9465  6.2945  -2.7268
H  4.4847  5.7392  -3.4323
H  3.7033  4.7917  -2.1411
H  -0.4509  1.0967  -5.3024
H  -2.0306  -0.7031  -5.6564
H  -3.0916  -2.8352  -4.9220
H  -2.2556  -3.9145  -2.8092
H  -0.4156  -2.8031  -1.5733
F  -4.1096  4.3342  -1.4113
C  -3.3555  4.7432  -0.3822
F  -4.1647  5.2631  0.5405
F  -2.5380  5.6987  -0.8173
S  -2.4037  3.3099  0.2838
O  -1.5634  2.8979  -0.8036
O  -3.4181  2.4068  0.7461
N  -1.6547  4.0236  1.4716
S  -0.1015  3.9608  1.7154
O  0.2071  4.5599  2.9800
O  0.4645  2.6724  1.4048
C  0.6769  5.1324  0.5121
F  0.3774  4.8427  -0.7441
F  1.9979  5.0919  0.6728
F  0.2613  6.3790  0.7693
Br  -7.3265  1.1603  -1.8111
C  -5.4732  0.7759  -1.8114
C  -4.6299  1.4460  -2.6781
C  -3.2779  1.1385  -2.6115
N  -2.7752  0.2389  -1.7786
C  -3.6022  -0.4023  -0.9646
C  -4.9728  -0.1669  -0.9349
C  -2.9584  -1.4215  -0.0918
C  -3.6068  -2.6153  0.2079
C  -2.9081  -3.5588  0.9397
Br  -3.7280  -5.2222  1.3384
C  -1.6181  -3.3060  1.3568
C  -1.0706  -2.0731  1.0201
N  -1.7168  -1.1556  0.3131
H  -4.9974  2.1974  -3.3607
H  -2.5674  1.6594  -3.2440
H  -5.6174  -0.6778  -0.2342
H  -4.6041  -2.8158  -0.1563
H  -1.0440  -4.0263  1.9209
H  -0.0689  -1.8257  1.3387

Atomic forces in eV per Å
Rb 0.256 -1.399 -0.683
C 0.060 0.151 -0.070
C 0.095 0.055 -0.003
C 0.008 -0.048 -0.013
C 0.015 0.035 -0.071
C 0.015 -0.022 0.005
C 0.023 -0.035 0.010
C -0.040 -0.017 -0.032
N -0.043 -0.051 0.066
N -0.035 -0.076 -0.014
C -0.035 0.193 -0.005
C 0.044 0.062 0.045
C 0.047 -0.009 -0.063
C 0.027 0.007 0.064
C -0.038 0.086 0.001
C 0.103 -0.053 -0.024
N -0.120 -0.187 0.200
C 0.015 -0.019 0.128
C 0.008 -0.108 0.036
C 0.019 0.032 -0.001
C 0.001 -0.011 -0.001
C -0.031 0.016 -0.022
C 0.054 -0.039 0.009
N 0.201 -0.151 0.033
H -0.023 -0.047 0.011
H 0.037 -0.008 0.012
H -0.031 -0.036 0.055
H 0.009 -0.029 -0.073
H 0.000 0.001 0.016
H -0.011 0.025 0.000
H -0.024 0.021 -0.011
H 0.009 -0.053 -0.025
H -0.015 -0.039 -0.022
H 0.030 -0.004 0.044
H -0.005 0.009 -0.027
H 0.005 -0.011 -0.003
H -0.009 -0.008 -0.020
H 0.006 -0.013 -0.010
H -0.005 -0.024 -0.069
H -0.011 0.012 0.013
H 0.001 -0.007 0.005
H 0.006 -0.004 0.003
H 0.004 -0.009 -0.005
H -0.030 -0.004 -0.024
C 0.038 0.020 0.000
S -0.014 -0.027 0.061
C 0.218 0.500 -0.052
S 0.398 0.109 -0.310
N -0.134 -0.523 0.174
N -0.083 0.269 -0.118
C -0.014 0.159 -0.134
C -0.110 -0.069 0.038
C 0.032 0.023 0.047
C 0.027 -0.003 0.063
C -0.028 -0.021 -0.019
C 0.023 -0.065 -0.078
N -0.053 -0.117 0.097
H -0.012 -0.001 0.014
H -0.003 0.006 -0.011
H -0.006 -0.006 -0.006
H 0.047 -0.022 -0.018
H 0.009 -0.008 -0.023
H 0.002 -0.010 0.005
H -0.027 -0.001 0.001
H 0.021 -0.034 -0.013
F 0.015 -0.029 -0.015
C 0.016 -0.005 -0.010
F -0.012 -0.009 0.045
F 0.020 0.013 0.000
S -0.245 0.298 0.301
O -0.345 0.269 -0.235
O -0.005 -0.002 -0.009
N -0.055 0.139 -0.047
S 0.017 0.115 0.092
O -0.079 -0.051 0.036
O 0.165 0.498 0.523
C 0.000 0.013 -0.089
F -0.025 0.085 0.076
F 0.010 0.010 0.037
F -0.052 0.017 0.026
Br -0.010 0.007 0.000
C 0.065 -0.007 -0.013
C -0.020 -0.017 0.048
C -0.100 0.057 0.057
N 0.117 0.096 -0.120
C -0.003 -0.017 -0.015
C -0.002 0.009 0.005
C 0.019 -0.111 0.017
C -0.016 0.037 -0.019
C 0.021 0.013 0.005
Br 0.009 0.014 0.005
C -0.017 -0.042 0.008
C -0.168 0.196 0.093
N -0.147 -0.002 0.039
H -0.018 0.007 -0.005
H 0.013 -0.011 -0.013
H -0.007 0.005 0.002
H -0.008 -0.008 0.005
H -0.012 -0.004 0.000
H -0.058 0.053 -0.013